1.
ORCA calculation (ωB97M-V/def2-TZVPD) on the molecule C5H10N2.

Geometry as XYZ:
```
17
Properties=species:S:1:pos:R:3:forces:R:3
N -0.788166 1.520455 -0.139402 -2.2 -2.3 2.6
N 2.012363 -0.448579 0.161780 3.5 -0.3 -1.4
C -1.053830 -0.829707 0.695078 6.7 0.2 -0.3
C -0.328753 0.547634 0.973754 -1.1 0.8 3.9
C -0.911621 -0.894804 -0.756446 0.4 3.0 -2.9
C 1.001354 0.538615 0.087470 3.1 1.7 5.9
C 0.003007 0.472901 -0.846762 -4.4 -0.2 -6.2
H -1.909029 -0.903130 1.158145 -4.8 -0.3 2.1
H -0.356409 -1.600817 1.101025 -0.6 0.4 0.2
H -0.630496 0.736194 2.129099 1.5 0.5 -2.4
H 0.306309 0.887560 -1.773078 0.0 -0.4 -1.9
H -1.839451 1.304340 -0.081988 1.7 0.7 -1.1
H 2.155200 -0.563183 -0.945510 0.9 -0.2 3.3
H -0.371446 -1.754773 -1.155402 -0.5 0.0 -0.1
H -1.827445 -0.543438 -1.336730 1.1 -1.2 0.5
H 2.990257 -0.005851 0.700410 -3.7 -1.7 -2.6
H 1.548159 1.536576 0.028565 -1.6 -0.7 0.5
```
Forces are in eV/Å.

Computed properties:
Frontier orbital gap = 10.3 eV
E = -8322.72312 eV
HOMO level = -9.41 eV
LUMO energy = 0.90 eV
Total charge = 0
Spin multiplicity = 1
Energy above the lowest of the compared OMol25 structures with the same formula, charge and spin = 444.81 kJ/mol
Largest force on an atom = 7.59 eV/A

Atom-resolved charges from natural (NBO), all expressed in e:
1. N -0.59
2. N -0.83
3. C -0.46
4. C -0.05
5. C -0.41
6. C -0.08
7. C -0.09
8. H 0.20
9. H 0.22
10. H 0.19
11. H 0.19
12. H 0.34
13. H 0.36
14. H 0.22
15. H 0.21
16. H 0.38
17. H 0.20



2.
ORCA calculation (ωB97M-V/def2-TZVPD) on a cluster of 3 separate species, C7H12O in total.

Geometry as XYZ:
```
20
Properties=species:S:1:pos:R:3:forces:R:3
O -2.927308 -0.280735 -1.482389 1.1 0.3 0.5
C 1.516589 -0.349482 0.849255 -0.5 1.7 -2.0
C 1.720226 -1.729549 0.295537 -0.1 0.0 -0.1
C -2.680972 0.124457 -0.378157 -0.3 -0.9 1.5
C -0.089915 0.621257 -0.192210 5.2 -1.4 1.8
C 0.138819 0.700440 -1.642705 -0.3 0.0 -0.1
C -0.548600 1.469759 0.953706 0.1 -0.3 0.0
C -0.845246 0.003097 0.749638 -5.9 0.2 -1.7
H 1.818660 -1.716207 -0.791638 0.0 0.0 0.0
H -0.789199 1.040218 -2.115201 0.1 0.0 -0.1
H 0.943296 1.396978 -1.877579 0.0 0.0 0.0
H 0.892192 -2.393442 0.557213 0.0 0.0 0.0
H 2.634186 -2.193246 0.686252 -0.1 0.1 0.0
H -1.034068 -0.922334 1.266796 0.5 0.0 0.1
H 0.371771 -0.279057 -2.060023 0.0 0.0 0.0
H 1.403256 -0.298682 1.929563 -0.5 0.1 -0.1
H 0.175744 1.767957 1.704440 0.0 0.0 -0.1
H 2.232245 0.399811 0.518851 0.4 -0.2 0.1
H -1.348151 2.183845 0.796978 -0.1 -0.1 0.0
H -3.583525 0.454916 0.231675 0.5 0.3 0.0
```
Forces are in eV/Å.

Computed properties:
Frontier orbital gap = 7.9 eV
E = -9494.57554 eV
HOMO level = -6.91 eV
LUMO energy = 0.96 eV
Total charge = 0
Spin multiplicity = 1
Energy above the lowest of the compared OMol25 structures with the same formula, charge and spin = 602.36 kJ/mol
Largest force on an atom = 6.20 eV/A

Atom-resolved charges from natural (NBO), all expressed in e:
1. O -0.55
2. C -0.38
3. C -0.65
4. C 0.32
5. C 0.09
6. C -0.66
7. C -0.45
8. C -0.18
9. H 0.21
10. H 0.25
11. H 0.22
12. H 0.20
13. H 0.22
14. H 0.23
15. H 0.23
16. H 0.19
17. H 0.21
18. H 0.20
19. H 0.21
20. H 0.08